1.
C21H20N4O2Re | ωB97M-V/def2-TZVPD

```
48
C21H20N4O2Re (ωB97M-V/def2-TZVPD)
N -0.285 -3.345 0.697
C -1.128 -4.078 0.329
C -2.050 -5.190 0.101
H -1.813 -5.948 0.887
H -1.881 -5.643 -0.900
H -3.116 -4.890 0.192
N 0.385 1.129 -3.350
C 0.309 1.662 -4.394
C -0.127 2.539 -5.462
H -0.200 1.961 -6.392
H 0.613 3.325 -5.619
H -1.107 2.990 -5.223
N 2.814 -0.091 2.055
C 3.425 0.819 2.459
C 4.328 1.732 3.166
H 3.946 2.774 3.228
H 5.313 1.737 2.651
H 4.460 1.322 4.196
Re 0.670 0.154 -1.776
C 0.749 1.708 -0.563
O 0.801 2.639 0.138
C -1.172 -0.331 -1.462
O -2.307 -0.645 -1.305
C 1.501 -2.343 -2.472
C 1.997 -2.323 -1.166
C 2.905 -1.344 -0.744
C 3.356 -0.344 -1.613
C 2.689 -0.201 -2.870
C 1.750 -1.203 -3.299
H 0.844 -3.144 -2.840
H 1.671 -3.058 -0.417
H 3.233 -1.375 0.307
H 4.120 0.397 -1.317
H 2.970 0.599 -3.558
H 1.331 -1.142 -4.302
N -0.328 -0.234 1.485
C -1.281 0.390 1.831
C -2.389 1.077 2.453
C -2.477 0.820 3.816
C -3.466 1.353 4.632
C -4.420 2.197 4.089
C -4.378 2.477 2.724
C -3.373 1.929 1.886
H -1.716 0.151 4.211
H -3.455 1.082 5.676
H -5.184 2.621 4.720
H -5.152 3.135 2.309
H -3.375 2.157 0.807
```

As for the spin multiplicity: 4. As for the highest occupied orbital energy (spin up / spin down): -21.041 / -21.036 eV. As for the charge: +4. The calculation puts the LUMO energy (spin up / spin down) at -14.27 / -16.25 eV.

What are the Löwdin partial charges on each atom? They are as follows, in elementary charge units: atom 1 (N): 0.1131, atom 2 (C): -0.2403, atom 3 (C): -0.0475, atom 4 (H): 0.1210, atom 5 (H): 0.1025, atom 6 (H): 0.1031, atom 7 (N): -0.0130, atom 8 (C): 0.0311, atom 9 (C): 0.0615, atom 10 (H): 0.1389, atom 11 (H): 0.1381, atom 12 (H): 0.1488, atom 13 (N): 0.1147, atom 14 (C): -0.2376, atom 15 (C): -0.0450, atom 16 (H): 0.1005, atom 17 (H): 0.1070, atom 18 (H): 0.1187, atom 19 (Re): 1.4343, atom 20 (C): -0.1525, atom 21 (O): 0.2172, atom 22 (C): -0.1747, atom 23 (O): 0.1917, atom 24 (C): 0.0173, atom 25 (C): -0.0068, atom 26 (C): -0.0069, atom 27 (C): 0.0175, atom 28 (C): -0.1577, atom 29 (C): -0.1641, atom 30 (H): 0.1645, atom 31 (H): 0.1098, atom 32 (H): 0.1068, atom 33 (H): 0.1664, atom 34 (H): 0.1442, atom 35 (H): 0.1428, atom 36 (N): 0.1965, atom 37 (C): -0.1140, atom 38 (C): -0.1556, atom 39 (C): 0.0918, atom 40 (C): 0.0890, atom 41 (C): 0.0444, atom 42 (C): 0.0896, atom 43 (C): 0.1119, atom 44 (H): 0.1619, atom 45 (H): 0.1586, atom 46 (H): 0.1493, atom 47 (H): 0.1618, atom 48 (H): 0.1494


2.
C6H9Cl15 | ωB97M-V/def2-TZVPD

```
30
C6H9Cl15 (ωB97M-V/def2-TZVPD)
C 0.286 -0.381 0.413
Cl -0.226 0.624 1.772
Cl -1.100 -1.193 -0.284
Cl 1.524 -1.530 0.920
H 0.751 0.261 -0.324
C 2.712 4.293 0.477
Cl 2.704 4.834 2.156
Cl 2.544 5.665 -0.623
Cl 1.448 3.107 0.187
H 3.673 3.835 0.287
C -0.940 0.788 5.424
Cl 0.305 0.453 6.598
Cl -0.954 2.494 4.986
Cl -2.524 0.284 6.023
H -0.756 0.208 4.530
C -1.163 -4.598 0.837
Cl -0.089 -4.947 -0.518
Cl -1.104 -5.869 2.070
H -0.820 -3.682 1.300
H -2.181 -4.521 0.480
C 1.427 1.495 -3.697
Cl 2.523 2.873 -3.575
Cl 2.049 0.075 -2.819
H 0.459 1.743 -3.277
H 1.342 1.227 -4.743
C -2.358 -1.649 -3.692
Cl -1.197 -0.551 -4.438
Cl -3.856 -0.835 -3.254
H -2.579 -2.432 -4.408
H -1.901 -2.071 -2.806
```

As for the highest occupied orbital energy: -11.092 eV. The SMILES is ClC(Cl)Cl.ClC(Cl)Cl.ClC(Cl)Cl.ClCCl.ClCCl.ClCCl. The calculation puts the LUMO energy at 0.32 eV. The value obtained for the energy above the lowest of the compared OMol25 structures with the same formula, charge and spin is 0.3 kcal/mol.

What are the Löwdin partial charges on each atom? They are as follows, in elementary charge units: atom 1 (C): -1.5527, atom 2 (Cl): 0.5304, atom 3 (Cl): 0.5777, atom 4 (Cl): 0.5506, atom 5 (H): -0.0599, atom 6 (C): -1.5516, atom 7 (Cl): 0.5335, atom 8 (Cl): 0.5211, atom 9 (Cl): 0.5217, atom 10 (H): 0.0139, atom 11 (C): -1.5921, atom 12 (Cl): 0.5449, atom 13 (Cl): 0.5177, atom 14 (Cl): 0.5229, atom 15 (H): -0.0384, atom 16 (C): -1.0563, atom 17 (Cl): 0.4929, atom 18 (Cl): 0.5058, atom 19 (H): -0.0225, atom 20 (H): 0.0240, atom 21 (C): -1.0414, atom 22 (Cl): 0.5139, atom 23 (Cl): 0.5053, atom 24 (H): 0.0108, atom 25 (H): 0.0128, atom 26 (C): -1.0369, atom 27 (Cl): 0.5331, atom 28 (Cl): 0.5157, atom 29 (H): 0.0276, atom 30 (H): -0.0245


3.
Cl3O3SSi | ωB97M-V/def2-TZVPD

```
8
Cl3O3SSi (ωB97M-V/def2-TZVPD)
O 0.532 2.288 -1.697
O 1.420 2.952 0.503
O -0.227 0.213 0.588
Si -0.589 -1.232 0.267
S 1.250 1.897 -0.457
Cl -0.272 -2.498 1.957
Cl 0.454 -2.072 -1.246
Cl -2.568 -1.548 0.085
```

As for the highest occupied orbital energy: -6.232 eV. As for the charge: -1. The calculation puts the LUMO energy at 3.25 eV. The value obtained for the energy above the lowest of the compared OMol25 structures with the same formula, charge and spin is 7.1 kcal/mol.

What are the Löwdin partial charges on each atom? They are as follows, in elementary charge units: atom 1 (O): -0.4828, atom 2 (O): -0.4614, atom 3 (O): -0.5491, atom 4 (Si): -1.0100, atom 5 (S): 0.8418, atom 6 (Cl): 0.1283, atom 7 (Cl): 0.2694, atom 8 (Cl): 0.2638


4.
C24H30CdCl4N2O10P | ωB97M-V/def2-TZVPD

```
72
C24H30CdCl4N2O10P (ωB97M-V/def2-TZVPD)
Cd 0.079 -0.296 0.386
O -0.712 1.839 -2.669
C -2.061 1.562 -2.375
C -2.447 1.828 -0.923
N -2.091 0.801 0.070
C -2.242 1.413 1.411
C -0.942 2.105 1.868
O -0.968 3.297 2.165
O 0.071 1.319 1.907
C -2.975 -0.367 -0.023
C -2.584 -1.510 0.956
O -3.479 -2.268 1.312
O -1.359 -1.564 1.315
H -0.176 1.061 -2.412
H -2.334 0.540 -2.669
H -2.650 2.245 -2.994
H -3.536 1.993 -0.891
H -1.959 2.761 -0.629
H -2.447 0.624 2.134
H -3.065 2.135 1.432
H -2.921 -0.795 -1.027
H -4.018 -0.094 0.180
Cl 1.100 -1.620 3.548
C 1.257 -2.861 2.303
Cl 2.046 -2.210 0.840
H 0.256 -3.178 2.021
H 1.875 -3.661 2.693
Cl 3.005 -4.301 -2.977
C 1.461 -5.083 -2.882
C 1.254 -5.934 -1.813
C 0.051 -6.596 -1.658
C -0.946 -6.419 -2.600
C -0.717 -5.588 -3.676
Cl -1.988 -5.396 -4.856
C 0.474 -4.868 -3.859
N 0.631 -4.100 -5.003
C 1.327 -2.849 -5.131
C 2.469 -2.841 -5.925
C 3.144 -1.663 -6.184
C 2.664 -0.472 -5.660
C 1.521 -0.470 -4.883
C 0.830 -1.649 -4.600
C -0.417 -1.561 -3.758
C -0.107 -1.522 -2.243
O -0.432 -2.466 -1.528
O 0.450 -0.433 -1.840
H 2.052 -6.065 -1.097
H -0.114 -7.239 -0.805
H -1.903 -6.908 -2.496
H -0.181 -4.139 -5.600
H 2.832 -3.782 -6.317
H 4.039 -1.673 -6.793
H 3.178 0.458 -5.869
H 1.143 0.464 -4.483
H -1.098 -2.389 -3.949
H -0.916 -0.619 -3.990
C 4.283 0.075 -0.756
O 3.627 1.299 -0.463
P 2.286 1.277 0.520
O 2.209 2.869 0.660
C 1.318 3.617 -0.171
O 2.993 0.860 1.914
C 3.126 1.760 3.010
H 5.322 0.310 -0.991
H 3.822 -0.421 -1.617
H 4.265 -0.608 0.098
H 0.703 4.243 0.469
H 0.671 2.967 -0.765
H 1.910 4.232 -0.851
H 3.431 1.159 3.865
H 2.172 2.248 3.216
H 3.881 2.520 2.798
```

As for the highest occupied orbital energy: -6.064 eV. As for the charge: -1. The calculation puts the LUMO energy at 2.41 eV. The value obtained for the energy above the lowest of the compared OMol25 structures with the same formula, charge and spin is 0.0 kcal/mol.

What are the Löwdin partial charges on each atom? They are as follows, in elementary charge units: atom 1 (Cd): 1.3370, atom 2 (O): -0.0958, atom 3 (C): -0.2532, atom 4 (C): -0.1706, atom 5 (N): -0.2087, atom 6 (C): -0.1132, atom 7 (C): -0.6566, atom 8 (O): 0.0089, atom 9 (O): -0.2368, atom 10 (C): -0.1194, atom 11 (C): -0.6760, atom 12 (O): 0.0139, atom 13 (O): -0.1926, atom 14 (H): 0.0149, atom 15 (H): 0.1015, atom 16 (H): 0.1157, atom 17 (H): 0.1236, atom 18 (H): 0.1263, atom 19 (H): 0.1245, atom 20 (H): 0.1230, atom 21 (H): 0.1168, atom 22 (H): 0.1259, atom 23 (Cl): 0.5546, atom 24 (C): -0.9632, atom 25 (Cl): 0.5545, atom 26 (H): 0.0162, atom 27 (H): 0.0222, atom 28 (Cl): 0.7305, atom 29 (C): -0.5752, atom 30 (C): -0.1203, atom 31 (C): -0.0910, atom 32 (C): -0.1146, atom 33 (C): -0.5728, atom 34 (Cl): 0.6974, atom 35 (C): -0.2935, atom 36 (N): 0.0601, atom 37 (C): -0.2410, atom 38 (C): -0.0640, atom 39 (C): -0.0955, atom 40 (C): -0.0826, atom 41 (C): -0.0242, atom 42 (C): -0.1400, atom 43 (C): -0.0353, atom 44 (C): -0.6570, atom 45 (O): 0.0028, atom 46 (O): -0.1949, atom 47 (H): 0.0995, atom 48 (H): 0.1025, atom 49 (H): 0.1031, atom 50 (H): 0.0692, atom 51 (H): 0.1088, atom 52 (H): 0.0964, atom 53 (H): 0.1002, atom 54 (H): 0.1139, atom 55 (H): 0.1087, atom 56 (H): 0.1072, atom 57 (C): -0.1644, atom 58 (O): -0.3275, atom 59 (P): 0.7481, atom 60 (O): -0.3160, atom 61 (C): -0.1045, atom 62 (O): -0.3690, atom 63 (C): -0.1204, atom 64 (H): 0.0794, atom 65 (H): 0.0778, atom 66 (H): 0.0404, atom 67 (H): 0.0778, atom 68 (H): 0.0596, atom 69 (H): 0.0859, atom 70 (H): 0.0805, atom 71 (H): 0.0780, atom 72 (H): 0.0825


5.
C4H14N2OS | ωB97M-V/def2-TZVPD

```
22
C4H14N2OS (ωB97M-V/def2-TZVPD)
C -2.360 1.470 1.503
N -1.481 1.882 0.347
C -1.728 0.942 -0.841
O -2.936 0.887 -1.221
H -3.333 1.284 1.015
H -2.478 2.257 2.287
H -1.985 0.532 1.930
H -1.847 2.816 0.043
H -1.282 -0.066 -0.504
H -0.991 1.362 -1.589
C 1.346 -0.177 0.549
C 1.581 -1.081 -0.622
S 2.243 -2.653 0.037
N 0.987 1.201 0.112
H 2.268 -0.181 1.150
H 0.547 -0.499 1.248
H 2.387 -0.673 -1.268
H 0.709 -1.257 -1.277
H 1.425 -3.510 -0.677
H -0.114 1.567 0.425
H 1.055 1.330 -0.879
H 1.659 1.899 0.512
```

As for the highest occupied orbital energy: -6.880 eV. The calculation puts the LUMO energy at 0.13 eV. The value obtained for the energy above the lowest of the compared OMol25 structures with the same formula, charge and spin is 66.6 kcal/mol.

What are the Löwdin partial charges on each atom? They are as follows, in elementary charge units: atom 1 (C): -0.0975, atom 2 (N): -0.1448, atom 3 (C): -0.6021, atom 4 (O): -0.2066, atom 5 (H): 0.0730, atom 6 (H): 0.0789, atom 7 (H): 0.0684, atom 8 (H): 0.1377, atom 9 (H): 0.0989, atom 10 (H): 0.0870, atom 11 (C): -0.3094, atom 12 (C): -0.5762, atom 13 (S): 0.6985, atom 14 (N): 0.0702, atom 15 (H): 0.1087, atom 16 (H): 0.1228, atom 17 (H): 0.0771, atom 18 (H): 0.0849, atom 19 (H): -0.1120, atom 20 (H): 0.0784, atom 21 (H): 0.1049, atom 22 (H): 0.1594